Entry 1:
Entry from the OMol25 dataset: 15 unconnected molecules or ions with the total composition C35H99FN3O14 in a non-equilibrium geometry (ωB97M-V/def2-TZVPD).

```
152
Properties=species:S:1:pos:R:3:mulliken_charge:R:1
C -5.341 2.814 0.342 -1.14
C -5.791 2.677 -1.127 -0.68
C -6.613 1.409 -1.383 -0.54
C -5.799 0.149 -1.795 -0.47
C -4.298 0.221 -1.542 -0.37
C -3.644 -1.173 -1.662 -0.17
C -3.493 -1.839 -0.289 -0.79
C -2.158 -2.551 -0.069 -0.97
C -1.007 -1.543 -0.100 0.19
C 0.322 -2.120 0.409 -0.88
C 1.349 -2.329 -0.708 -0.91
C 1.681 -1.039 -1.478 -0.69
C 3.121 -1.128 -2.039 0.01
C 3.277 -0.301 -3.324 -1.50
C 4.581 0.491 -3.443 -1.41
C 4.722 1.418 -2.200 -0.67
C 5.750 0.912 -1.177 -0.44
C 5.436 1.187 0.303 -1.29
N 3.993 1.302 0.648 1.57
C 3.408 0.409 1.696 0.02
C 2.852 1.459 2.682 -0.33
N 3.135 2.789 2.079 -0.24
C 3.501 2.504 0.803 -0.68
N 3.368 3.376 -0.150 0.35
F 2.854 4.602 0.091 -0.20
H -5.941 3.542 0.875 0.32
H -5.337 1.864 0.859 0.21
H -4.321 3.201 0.361 0.32
H -4.965 2.776 -1.822 0.35
H -6.442 3.527 -1.328 0.54
H -7.249 1.206 -0.534 0.26
H -7.301 1.647 -2.194 0.32
H -6.021 -0.095 -2.830 0.26
H -6.179 -0.677 -1.193 0.22
H -3.849 0.904 -2.253 0.23
H -4.107 0.593 -0.539 0.20
H -4.249 -1.795 -2.318 0.03
H -2.689 -1.038 -2.165 0.18
H -3.613 -1.131 0.529 0.39
H -4.309 -2.553 -0.188 0.38
H -1.970 -3.278 -0.859 0.27
H -2.181 -3.021 0.913 0.42
H -0.899 -1.231 -1.135 -0.24
H -1.251 -0.645 0.466 0.34
H 0.766 -1.509 1.195 0.19
H 0.145 -3.095 0.859 0.49
H 0.929 -3.046 -1.410 0.38
H 2.277 -2.705 -0.280 0.48
H 1.620 -0.162 -0.833 0.09
H 1.019 -0.946 -2.333 0.64
H 3.339 -2.175 -2.236 0.53
H 3.780 -0.815 -1.231 -0.13
H 3.200 -0.996 -4.159 0.88
H 2.435 0.381 -3.420 0.48
H 4.463 1.157 -4.289 0.43
H 5.470 -0.125 -3.521 0.37
H 3.709 1.518 -1.802 0.12
H 5.021 2.416 -2.534 0.55
H 6.690 1.410 -1.392 0.37
H 5.929 -0.145 -1.345 0.54
H 5.986 2.041 0.694 0.23
H 5.801 0.341 0.871 0.47
H 4.093 -0.201 2.261 0.42
H 2.620 -0.117 1.175 -0.52
H 1.849 1.320 3.063 0.40
H 3.505 1.389 3.552 0.07
H 2.311 3.388 2.114 0.35
H 3.653 3.202 -1.111 0.30
C 10.078 0.702 -0.654 -0.43
O 9.155 0.984 -1.712 -0.46
H 9.562 0.841 0.290 0.10
H 10.424 -0.327 -0.720 0.23
H 10.930 1.385 -0.705 0.31
H 9.619 0.858 -2.546 0.27
C -8.818 2.439 2.236 -0.46
O -8.781 2.272 0.817 -0.39
H -8.855 1.455 2.696 0.10
H -7.923 2.961 2.577 0.25
H -9.709 3.002 2.521 0.27
H -8.751 3.153 0.426 0.26
C 6.378 0.641 4.898 -0.75
O 6.369 0.598 3.467 -0.29
H 6.350 -0.381 5.265 0.27
H 7.286 1.126 5.258 0.31
H 5.505 1.181 5.273 0.28
H 6.400 1.509 3.155 0.18
C 9.061 -1.928 2.271 -0.46
O 9.196 -1.739 0.857 -0.41
H 9.792 -1.296 2.768 0.23
H 8.056 -1.641 2.594 0.18
H 9.253 -2.965 2.533 0.26
H 8.545 -2.305 0.429 0.21
C 5.803 6.285 1.549 -0.51
O 6.434 5.075 1.971 -0.49
H 6.550 7.071 1.519 0.27
H 5.373 6.158 0.552 0.20
H 5.020 6.563 2.259 0.26
H 5.756 4.392 1.998 0.25
C 12.621 -4.118 3.368 -0.48
O 11.228 -4.115 3.062 -0.49
H 12.783 -3.463 4.221 0.29
H 12.946 -5.128 3.620 0.12
H 13.197 -3.748 2.516 0.26
H 11.104 -4.700 2.306 0.28
C -12.418 0.840 1.569 -0.40
O -11.754 1.011 2.821 -0.50
H -12.920 1.772 1.321 0.15
H -11.689 0.603 0.786 0.21
H -13.158 0.046 1.637 0.28
H -11.315 0.180 3.029 0.27
C -4.028 2.219 -5.601 -0.60
O -3.586 1.124 -4.803 -0.41
H -4.871 2.682 -5.095 0.20
H -3.231 2.958 -5.718 0.28
H -4.350 1.872 -6.586 0.29
H -2.840 0.716 -5.256 0.26
C -5.979 0.991 4.620 -0.58
O -6.211 2.363 4.324 -0.45
H -6.225 0.411 3.734 0.20
H -4.929 0.823 4.876 0.29
H -6.612 0.662 5.448 0.30
H -5.992 2.873 5.112 0.26
C 14.980 -7.050 2.447 -0.54
O 13.590 -7.062 2.128 -0.48
H 15.123 -6.394 3.302 0.21
H 15.323 -8.054 2.707 0.28
H 15.565 -6.672 1.606 0.26
H 13.473 -7.645 1.370 0.28
C -16.849 0.020 1.485 -0.53
O -15.496 -0.114 1.912 -0.45
H -16.851 0.559 0.541 0.21
H -17.305 -0.962 1.334 0.24
H -17.431 0.583 2.218 0.25
H -15.503 -0.593 2.749 0.27
C -11.622 4.435 -1.262 -0.63
O -10.661 3.915 -0.349 -0.42
H -11.455 5.505 -1.355 0.22
H -11.511 3.970 -2.244 0.29
H -12.635 4.264 -0.890 0.25
H -10.810 2.965 -0.267 0.24
C 4.332 -3.659 -4.895 -0.29
O 2.943 -3.961 -4.802 -0.48
H 4.602 -3.607 -5.946 0.26
H 4.544 -2.695 -4.424 -0.03
H 4.922 -4.441 -4.412 0.26
H 2.715 -4.006 -3.867 0.30
C -5.673 -4.274 -4.173 -0.58
O -4.971 -4.119 -2.943 -0.45
H -6.167 -3.333 -4.399 0.21
H -4.981 -4.518 -4.983 0.27
H -6.426 -5.062 -4.090 0.28
H -4.537 -4.957 -2.750 0.27
```

Kohn-Sham gap, eV: 8.035
Molar mass, Da: 805.2
Net charge: +1
LUMO energy, eV: -2.6

---

Entry 2:
Entry from the OMol25 dataset: a molecular structure, C36H101F2N10O14PbS2 in a non-equilibrium geometry (ωB97M-V/def2-TZVPD).

```
166
Properties=species:S:1:pos:R:3:mulliken_charge:R:1
Pb -3.832 0.815 -0.704 1.49
N -1.641 -0.302 -0.339 0.04
S -0.708 -1.415 -0.896 0.55
O -0.671 -2.726 -0.317 -0.47
O 0.508 -0.898 -1.565 0.03
F -1.584 -1.659 -2.201 -0.45
S -0.644 -0.288 1.102 0.31
O 0.755 0.099 1.166 -0.40
O -1.071 -1.239 2.127 -0.70
F -1.357 1.041 1.697 0.06
O -4.086 0.971 1.868 -0.38
H -4.493 1.807 2.098 0.32
H -3.723 0.647 2.692 0.01
C -1.031 3.420 4.764 -0.85
C -1.380 3.185 6.281 0.49
C -0.710 1.958 6.915 -0.92
O -1.001 0.850 6.082 -0.11
C -0.292 -0.320 6.570 -1.11
N -1.260 4.411 6.996 -0.72
H -1.313 4.424 4.449 0.60
H -1.599 2.783 4.086 -0.02
H 0.046 3.502 4.618 -0.16
H -2.438 2.929 6.341 0.10
H -0.995 1.800 7.955 0.34
H 0.357 2.174 6.978 0.34
H 0.779 -0.115 6.598 0.47
H -0.376 -1.155 5.874 0.29
H -0.662 -0.611 7.553 0.32
H -0.258 4.417 7.126 0.33
H -1.462 4.190 7.960 0.32
C -1.939 6.072 -2.481 -1.45
C -2.694 6.716 -1.348 0.76
C -2.092 6.385 -0.022 -0.98
O -2.371 5.018 0.228 -0.24
C -2.073 4.677 1.617 -0.82
N -2.596 8.149 -1.571 -0.72
H -1.689 5.027 -2.299 0.18
H -0.938 6.498 -2.551 0.37
H -2.343 6.209 -3.485 0.43
H -3.725 6.366 -1.388 0.17
H -2.431 6.967 0.835 0.51
H -1.018 6.569 0.024 0.36
H -2.550 5.341 2.338 0.47
H -0.990 4.802 1.622 0.42
H -2.268 3.618 1.785 0.05
H -3.053 8.551 -0.765 0.24
H -3.130 8.510 -2.348 0.27
C -0.126 -0.857 -5.080 -0.63
C -1.347 -0.248 -5.748 0.65
C -2.585 -1.173 -5.591 -0.58
O -2.231 -2.423 -6.208 -0.27
C -3.355 -3.322 -6.126 -0.80
N -1.586 1.070 -5.246 -0.71
H 0.697 -0.195 -5.349 0.01
H 0.137 -1.798 -5.563 0.13
H -0.004 -1.093 -4.022 0.19
H -1.175 -0.151 -6.820 0.35
H -3.493 -0.755 -6.025 0.45
H -2.906 -1.377 -4.570 0.03
H -3.887 -3.281 -5.176 0.30
H -3.011 -4.314 -6.418 0.21
H -4.153 -3.029 -6.809 0.36
H -0.718 1.581 -5.317 0.09
H -2.183 1.463 -5.960 0.32
C 2.613 -3.295 -2.915 0.57
C 3.565 -2.940 -4.102 0.37
C 4.758 -2.027 -3.671 -1.38
O 4.262 -0.926 -2.881 0.38
C 5.209 -0.131 -2.304 -0.89
N 4.053 -4.196 -4.719 -0.52
H 3.116 -3.869 -2.138 0.46
H 1.732 -3.796 -3.317 -0.83
H 2.175 -2.398 -2.478 -0.38
H 3.029 -2.440 -4.909 0.28
H 5.279 -1.551 -4.501 0.38
H 5.418 -2.574 -2.998 0.50
H 5.769 0.365 -3.097 0.35
H 5.829 -0.771 -1.677 0.37
H 4.763 0.622 -1.655 0.00
H 4.692 -4.631 -4.069 0.31
H 4.642 -3.995 -5.514 0.22
C -0.001 -4.801 2.321 -1.23
C 1.043 -3.988 3.076 0.28
C 1.954 -3.005 2.235 0.32
O 2.814 -3.795 1.415 -0.45
C 3.683 -3.032 0.649 -0.64
N 0.288 -3.202 4.009 -0.47
H 0.450 -5.470 1.588 0.34
H -0.578 -4.088 1.733 0.15
H -0.694 -5.349 2.959 0.44
H 1.656 -4.711 3.615 0.34
H 2.568 -2.254 2.732 0.33
H 1.379 -2.418 1.519 -0.38
H 4.268 -2.347 1.264 0.43
H 3.191 -2.335 -0.030 0.11
H 4.412 -3.610 0.081 0.35
H -0.489 -3.688 4.432 0.28
H -0.223 -2.493 3.502 0.12
C 2.410 0.847 4.217 -0.49
C 3.129 2.124 3.681 0.54
C 2.353 2.841 2.634 0.84
O 3.103 3.985 2.136 -0.45
C 4.235 3.692 1.287 -0.56
N 3.299 2.993 4.809 -0.77
H 2.305 0.063 3.468 -0.23
H 1.416 1.074 4.603 -0.43
H 2.928 0.328 5.023 0.58
H 4.123 1.874 3.311 0.48
H 1.377 3.150 3.008 -0.44
H 2.003 2.213 1.815 -0.37
H 5.071 3.275 1.850 0.34
H 4.571 4.467 0.599 0.37
H 4.022 2.820 0.669 0.03
H 2.399 3.118 5.251 0.15
H 3.577 3.921 4.521 0.38
C -3.393 -1.873 5.748 -1.26
C -3.950 -0.787 4.853 0.41
C -4.829 0.210 5.607 -0.36
O -5.876 -0.556 6.152 -0.34
C -6.890 0.162 6.901 -0.79
N -2.858 -0.046 4.338 0.43
H -2.740 -1.350 6.447 0.19
H -2.811 -2.576 5.153 0.25
H -4.168 -2.367 6.335 0.42
H -4.288 -1.256 3.929 0.53
H -5.158 0.951 4.878 0.35
H -4.212 0.664 6.384 0.19
H -6.574 0.769 7.750 0.30
H -7.671 -0.482 7.305 0.27
H -7.362 0.868 6.217 0.31
H -2.351 0.261 5.156 -0.18
H -2.167 -0.611 3.865 -0.25
C 1.171 3.237 -1.328 -1.27
C 0.768 2.826 -2.768 0.29
C 2.005 2.189 -3.509 -0.54
O 1.744 2.001 -4.896 -0.42
C 2.952 1.528 -5.568 -0.60
N -0.332 1.876 -2.615 -0.23
H 2.117 3.775 -1.273 0.63
H 1.359 2.394 -0.664 0.03
H 0.350 3.733 -0.810 0.16
H 0.486 3.690 -3.369 0.41
H 2.306 1.240 -3.065 0.01
H 2.813 2.917 -3.431 0.65
H 2.831 1.592 -6.650 0.27
H 3.254 0.516 -5.298 -0.01
H 3.796 2.202 -5.421 0.39
H -0.085 1.029 -2.124 -0.04
H -0.598 1.636 -3.559 0.02
C 1.761 -6.504 -6.446 -1.55
C 0.550 -5.592 -5.976 0.48
C 0.147 -5.844 -4.535 -0.80
O -0.796 -4.828 -4.043 -0.10
C -1.089 -5.116 -2.617 -0.76
N 1.068 -4.210 -6.039 -0.53
H 1.361 -7.504 -6.617 0.46
H 2.535 -6.584 -5.683 0.34
H 2.226 -6.120 -7.353 0.38
H -0.351 -5.732 -6.573 0.32
H 1.046 -5.644 -3.953 0.18
H -0.113 -6.876 -4.299 0.53
H -1.639 -6.022 -2.365 0.42
H -1.760 -4.320 -2.293 0.07
H -0.239 -5.196 -1.940 0.36
H 0.644 -3.802 -5.218 -0.05
H 2.033 -4.385 -5.797 0.26
```

Relative energy (zero: lowest compared OMol25 entry of this formula, charge and spin), eV: 6.887
Kohn-Sham gap, eV: 3.759
Molar mass, Da: 1207.6
Net charge: +1
LUMO energy, eV: -6.6